# C36H34ILuN2OP2STe

C36H34ILuN2OP2STe as an isolated structure in a non-equilibrium geometry (the ωB97M-V functional and the def2-TZVPD basis, the Open Molecules 2025 dataset).

Last column: Mulliken charge in e.
Atoms and positions in Å:
Lu1 0.00 0.00 0.00  1.1054
C1 1.36 2.10 -1.16  -0.3362
P1 -0.08 2.68 -0.18  2.7429
C2 -1.51 2.91 -1.22  0.7462
C3 -2.21 4.11 -1.35  -1.0151
C4 -3.44 4.17 -2.02  -0.8380
C5 -3.99 3.02 -2.57  -0.6504
C6 -3.31 1.81 -2.46  -0.9263
C7 -2.08 1.76 -1.80  -0.4868
C8 0.39 4.20 0.63  0.0485
C9 0.83 5.35 -0.03  -0.2388
C10 1.20 6.49 0.69  -0.7503
C11 1.14 6.49 2.08  -0.4541
C12 0.71 5.36 2.76  -0.6759
C13 0.34 4.22 2.04  -0.2236
C14 2.12 1.26 -0.15  -0.3182
C15 3.01 1.65 0.85  -0.8755
C16 2.99 0.59 1.77  -0.7486
C17 2.07 -0.31 1.25  -0.0550
C18 1.17 -1.32 1.91  -0.9872
P2 -0.07 -0.18 2.66  0.9256
C19 0.14 -0.57 4.43  0.3674
C20 -0.48 -1.66 5.06  -0.3683
C21 -0.24 -1.93 6.41  -0.6580
C22 0.62 -1.12 7.15  -0.4509
C23 1.25 -0.04 6.53  -0.6485
C24 1.01 0.24 5.18  -0.3218
C25 -1.75 -0.71 2.30  -0.7165
C26 -2.11 -1.89 1.65  0.7019
C27 -3.46 -2.18 1.40  -0.9898
C28 -4.46 -1.29 1.78  -0.9958
C29 -4.12 -0.11 2.42  -0.9435
C30 -2.78 0.18 2.68  -0.7306
N1 1.99 -0.08 -0.07  -0.2145
H1 1.99 2.91 -1.53  0.8916
H2 1.06 1.46 -1.99  -0.3065
H3 -1.85 5.02 -0.88  0.4335
H4 -3.97 5.11 -2.09  0.4198
H5 -4.96 3.05 -3.06  0.4142
H6 -3.75 0.89 -2.85  0.4809
H7 -1.61 0.78 -1.67  -0.1701
H8 0.89 5.37 -1.12  0.4022
H9 1.53 7.38 0.16  0.3907
H10 1.42 7.38 2.64  0.3848
H11 0.66 5.35 3.84  0.4334
H12 0.00 3.34 2.59  0.2577
H13 3.46 2.62 0.99  0.4897
H14 3.42 0.60 2.76  0.5822
H15 1.75 -1.90 2.64  0.6765
H16 0.76 -1.99 1.16  0.1952
H17 -1.15 -2.31 4.51  0.3693
H18 -0.73 -2.77 6.88  0.3939
H19 0.81 -1.33 8.20  0.3662
H20 1.92 0.60 7.11  0.3891
H21 1.51 1.09 4.73  0.3448
H22 -1.36 -2.61 1.33  0.4305
H23 -3.72 -3.11 0.89  0.4025
H24 -5.50 -1.52 1.58  0.9165
H25 -4.89 0.60 2.72  0.5097
H26 -2.54 1.12 3.17  0.4273
N2 0.14 1.36 -3.95  -0.1921
C31 -0.05 0.14 -3.37  0.5709
O1 0.00 0.00 -2.15  -1.1610
C32 -0.38 -0.99 -4.33  -1.2435
I1 1.40 -1.59 -5.31  0.1190
H27 0.45 2.10 -3.32  0.1989
H28 0.39 1.45 -4.92  0.3171
H29 -1.14 -0.65 -5.04  0.4868
H30 -0.81 -1.82 -3.75  0.4854
Te1 -2.97 0.00 0.00  0.6360
C33 -5.08 0.00 0.02  0.2462
C34 -5.90 -1.12 -0.02  -0.8260
C35 -7.26 -0.81 0.00  -0.4936
C36 -7.52 0.55 0.05  -0.7309
S1 -6.05 1.37 0.07  -0.2009
H31 -5.52 -2.14 -0.06  0.7761
H32 -8.04 -1.56 -0.02  0.3945
H33 -8.50 1.01 0.08  0.4446
H34 0.00 -2.01 0.00  -0.3731

Calculated values
- DFT total energy (eV) = -121326.1975
- largest force on an atom (eV/Å) = 5.01
- orbital gap (alpha / beta) (eV) = 3.4 / 4.8
- LUMO (alpha / beta) (eV) = -0.58 / -0.57

***

# C36H34IN4O4P2TeV

C36H34IN4O4P2TeV as an isolated structure (the ωB97M-V functional and the def2-TZVPD basis, the Open Molecules 2025 dataset).

Last column: Löwdin spin population.
Atoms and positions in Å:
V1 0.07 0.57 -0.32  1.0765
N1 0.58 1.15 -2.34  0.0030
C1 2.01 0.82 -2.57  0.0014
C2 2.77 0.80 -1.25  -0.0005
O1 3.98 0.71 -1.20  -0.0088
N2 1.94 0.83 -0.16  -0.0235
C3 2.52 0.76 1.16  0.0032
C4 1.39 0.43 2.13  0.0067
O2 1.49 0.37 3.31  -0.0001
O3 0.20 0.23 1.47  0.0285
H1 -0.03 0.65 -2.99  0.0013
H2 0.43 2.14 -2.51  0.0015
H3 2.48 1.52 -3.25  -0.0003
H4 2.08 -0.18 -3.00  -0.0001
H5 2.98 1.70 1.47  -0.0008
H6 3.29 -0.02 1.22  -0.0010
Te1 -4.13 3.71 -0.65  -0.0016
C5 -4.61 3.51 -2.70  0.0010
C6 -5.64 2.67 -3.09  0.0000
C7 -5.89 2.50 -4.44  0.0000
N3 -5.20 3.09 -5.40  0.0000
C8 -4.23 3.92 -5.02  0.0001
C9 -3.90 4.17 -3.70  0.0001
C10 -2.40 2.54 -0.72  0.0141
P1 -2.37 0.81 -0.78  -0.0140
C11 -2.77 0.14 -2.43  -0.0030
C12 -3.13 -1.19 -2.61  -0.0020
C13 -3.33 -1.69 -3.89  0.0002
C14 -3.17 -0.86 -5.00  -0.0020
C15 -2.81 0.47 -4.82  0.0003
C16 -2.61 0.97 -3.54  -0.0018
C17 -3.55 0.01 0.33  -0.0029
C18 -4.89 -0.15 -0.05  -0.0009
C19 -5.81 -0.68 0.84  -0.0002
C20 -5.41 -1.06 2.11  -0.0001
C21 -4.09 -0.89 2.50  0.0000
C22 -3.16 -0.36 1.62  -0.0001
P2 -0.82 2.86 -0.14  -0.0451
C23 0.14 4.07 -1.11  -0.0069
C24 -0.54 5.02 -1.86  -0.0027
C25 0.16 5.95 -2.62  -0.0001
C26 1.54 5.93 -2.63  -0.0015
C27 2.23 4.99 -1.88  0.0002
C28 1.53 4.07 -1.12  -0.0014
C29 -0.73 3.45 1.57  -0.0060
C30 -1.66 2.93 2.48  -0.0039
C31 -1.61 3.30 3.81  0.0004
C32 -0.64 4.18 4.25  -0.0044
C33 0.28 4.71 3.36  0.0004
C34 0.24 4.35 2.02  -0.0044
H7 -6.24 2.14 -2.35  0.0000
H8 -6.69 1.83 -4.77  0.0000
H9 -3.68 4.42 -5.82  0.0000
H10 -3.09 4.85 -3.47  0.0000
H11 -3.28 -1.84 -1.76  0.0000
H12 -3.62 -2.72 -4.03  0.0001
H13 -3.35 -1.24 -5.99  -0.0001
H14 -2.72 1.13 -5.67  0.0000
H15 -2.35 2.01 -3.39  0.0002
H16 -5.20 0.14 -1.05  0.0000
H17 -6.84 -0.79 0.53  0.0000
H18 -6.13 -1.47 2.80  0.0000
H19 -3.78 -1.18 3.50  0.0000
H20 -2.14 -0.21 1.94  0.0001
H21 -1.63 5.05 -1.84  -0.0001
H22 -0.38 6.69 -3.20  0.0000
H23 2.09 6.65 -3.23  -0.0001
H24 3.32 4.98 -1.88  0.0000
H25 2.08 3.34 -0.52  -0.0001
H26 -2.43 2.25 2.13  -0.0003
H27 -2.33 2.89 4.51  0.0001
H28 -0.60 4.47 5.29  -0.0003
H29 1.03 5.41 3.70  0.0001
H30 0.95 4.78 1.33  -0.0002
N4 -0.29 -2.64 0.65  0.0020
C35 -0.14 -2.40 -0.64  0.0015
O4 -0.17 -1.24 -1.12  -0.0020
C36 0.09 -3.54 -1.58  -0.0003
I1 2.18 -3.59 -2.00  0.0003
H31 -0.36 -1.86 1.30  0.0001
H32 -0.25 -3.58 1.01  0.0001
H33 -0.42 -3.35 -2.51  0.0001
H34 -0.19 -4.50 -1.16  0.0000

Calculated values
- charge = +1
- DFT total energy (eV) = -111690.4797
- multiplicity = 2
- largest force on an atom (eV/Å) = 0.53
- orbital gap (alpha / beta) (eV) = 6.1 / 6.6
- LUMO (alpha / beta) (eV) = -4.01 / -3.51

***

# C36H34N4O6RbSSb

C36H34N4O6RbSSb as an isolated structure (the ωB97M-V functional and the def2-TZVPD basis, the Open Molecules 2025 dataset).

Last column: Mulliken charge in e.
Atoms and positions in Å:
Rb1 1.25 0.31 -0.83  0.7332
C1 -1.02 3.66 -3.97  -1.4667
C2 -0.80 2.33 -3.30  0.5417
N1 0.30 1.67 -3.37  0.1213
N2 1.28 2.20 -4.15  -0.6432
C3 2.43 1.53 -4.03  0.1282
O1 2.74 0.59 -3.27  -0.7982
C4 3.51 2.06 -4.97  0.3314
C5 4.77 1.48 -4.92  -0.4172
C6 5.79 1.92 -5.76  -0.5546
C7 5.55 2.94 -6.67  -0.2990
C8 4.29 3.52 -6.73  -0.6341
C9 3.27 3.08 -5.88  -0.1179
C10 -1.91 1.72 -2.52  0.2609
C11 -3.22 2.21 -2.65  -0.5196
C12 -4.24 1.65 -1.91  -0.4596
C13 -3.95 0.60 -1.05  -0.5157
C14 -2.63 0.16 -0.99  -0.2883
N3 -1.64 0.70 -1.70  0.0227
H1 -0.05 4.12 -4.15  0.4105
H2 -1.63 4.31 -3.35  0.3446
H3 -1.51 3.54 -4.94  0.2468
H4 4.93 0.69 -4.20  0.4303
H5 6.77 1.46 -5.70  0.3624
H6 6.34 3.28 -7.33  0.3539
H7 4.09 4.32 -7.43  0.3573
H8 2.29 3.52 -5.91  0.3786
H9 -3.43 3.03 -3.32  0.3613
H10 -5.25 2.03 -1.99  0.4023
H11 -4.70 0.13 -0.43  0.4312
H12 -2.35 -0.64 -0.32  0.3629
O2 2.34 -6.46 4.01  -0.7577
C15 2.07 -5.27 4.26  0.4025
O3 1.87 -4.71 5.36  -0.7238
C16 1.97 -4.34 3.02  -0.0817
C17 2.08 -4.85 1.73  -0.4161
C18 1.95 -3.99 0.66  -0.4601
N4 1.73 -2.67 0.77  -0.1228
C19 1.64 -2.19 2.01  0.5671
C20 1.75 -2.98 3.15  -0.0921
C21 1.33 -0.70 2.06  -0.6514
O4 2.28 0.10 2.04  -0.7428
O5 0.10 -0.41 2.02  0.3640
H13 2.26 -5.91 1.60  0.4239
H14 2.03 -4.36 -0.36  0.3484
H15 1.67 -2.55 4.14  0.5597
O6 0.09 2.93 0.15  -0.7765
S1 -0.89 2.31 1.09  1.3055
C22 -2.41 3.26 0.88  -0.0236
C23 -3.55 2.89 1.57  -0.4602
C24 -4.73 3.59 1.36  -0.6398
C25 -4.76 4.64 0.44  -0.4724
C26 -3.61 4.99 -0.25  -0.6396
C27 -2.42 4.29 -0.04  -0.0938
C28 -0.49 2.94 2.73  -0.0058
C29 -0.49 2.07 3.80  0.1247
C30 -0.17 2.55 5.06  -0.6593
C31 0.17 3.89 5.22  -0.3908
C32 0.18 4.75 4.13  -0.6620
C33 -0.15 4.28 2.87  -0.5951
H16 -3.52 2.05 2.26  0.3307
H17 -5.63 3.31 1.89  0.4115
H18 -5.68 5.18 0.27  0.3665
H19 -3.63 5.80 -0.97  0.3872
H20 -1.51 4.52 -0.58  0.4441
H21 -0.69 1.02 3.62  0.0941
H22 -0.15 1.88 5.91  0.4536
H23 0.43 4.26 6.21  0.3604
H24 0.46 5.79 4.26  0.3656
H25 -0.13 4.92 2.00  0.4094
C34 -4.11 -2.69 3.49  -1.4076
Sb1 -2.48 -1.43 2.77  0.6691
C35 -1.75 -2.98 1.50  -1.3027
C36 -1.30 -1.83 4.52  -1.3281
H26 -3.71 -3.64 3.82  0.3879
H27 -4.83 -2.87 2.70  0.3367
H28 -4.62 -2.21 4.33  0.3385
H29 -1.40 -3.82 2.11  0.4909
H30 -0.92 -2.61 0.90  0.0841
H31 -2.56 -3.33 0.85  0.4803
H32 -0.97 -2.87 4.52  0.4397
H33 -1.92 -1.65 5.40  0.5221
H34 -0.43 -1.19 4.54  0.1700

Calculated values
- charge = -2
- DFT total energy (eV) = -74160.2670
- largest force on an atom (eV/Å) = 0.15
- orbital gap (eV) = 6.7
- LUMO (eV) = 3.59